Here is a molecular structure, C20H12ClF6N6O8S2Sm from OMol25. Energies are from the ωB97M-V functional and the def2-TZVPD basis.

Geometry as XYZ:
```
56
Properties=species:S:1:pos:R:3:forces:R:3
Sm 0.634074 0.859402 -0.781478 0.1 -1.1 -0.2
C 4.786040 1.420905 0.733621 0.0 0.1 0.0
C 5.008714 0.525795 1.775709 -0.1 0.0 -0.1
C 4.084709 -0.463605 2.005882 0.0 0.0 0.0
C 2.928859 -0.550621 1.212098 0.1 0.2 -0.2
N 2.742712 0.298496 0.179842 0.6 -0.3 0.7
C 3.656078 1.262707 -0.031997 0.1 -0.1 0.0
N 2.055675 -1.545484 1.576089 -0.2 -0.3 0.1
C 0.871237 -1.798084 1.143371 0.4 0.2 0.2
N 0.091888 -1.150117 0.207032 -0.2 -0.5 0.2
C -1.085568 -1.847895 0.070934 -0.2 0.2 -0.2
N -2.105267 -1.635040 -0.689956 -0.1 -0.3 0.3
C -2.256648 -0.689209 -1.667133 0.1 0.2 -0.2
C -3.456645 -0.764931 -2.397096 0.1 0.0 0.0
C -3.631054 0.011049 -3.516560 0.0 0.0 0.0
C -2.604059 0.864088 -3.915153 0.0 0.0 0.0
C -1.492727 0.954615 -3.113281 -0.1 0.0 -0.1
N -1.325138 0.237505 -1.987714 -0.9 -0.5 -0.2
C -1.102899 -2.969481 1.030660 0.3 -0.1 0.3
C -2.072282 -3.903524 1.336406 0.0 0.0 -0.1
C -1.795442 -4.798500 2.364062 -0.1 0.0 -0.1
C -0.585562 -4.753499 3.050916 0.1 0.0 0.0
C 0.390976 -3.818007 2.726425 0.1 0.0 0.0
C 0.109142 -2.931820 1.707652 -0.4 -0.1 -0.2
H 5.479391 2.221964 0.522438 0.0 0.0 -0.1
H 5.894635 0.609500 2.391078 0.0 0.0 0.0
H 4.201787 -1.189256 2.796532 0.0 0.0 0.0
H 3.473684 1.920657 -0.874684 0.0 0.0 0.0
H -4.202556 -1.467620 -2.057385 0.0 0.0 0.0
H -4.542624 -0.055795 -4.096020 0.0 0.0 0.0
H -2.678104 1.457069 -4.815122 0.0 0.0 0.0
H -0.689002 1.635173 -3.377635 0.0 0.0 0.0
H -3.006355 -3.924609 0.791003 0.0 0.0 0.0
H -2.535504 -5.540116 2.636126 0.0 0.0 0.0
H -0.403830 -5.454760 3.855186 0.0 0.0 0.0
H 1.336327 -3.771373 3.250857 0.0 0.0 0.0
F -2.264462 1.270958 3.481608 0.0 0.2 0.0
C -1.415691 0.832059 2.569649 -0.3 0.0 -0.2
F -2.105285 0.290916 1.565426 0.1 -0.1 0.2
F -0.627132 -0.079599 3.116666 0.1 0.1 -0.1
S -0.390582 2.252310 1.921180 -0.6 -0.1 0.9
O 0.856409 1.677899 1.425657 0.3 -0.1 0.7
O -0.311170 3.204242 2.967528 0.1 0.1 0.1
N -1.266560 2.625414 0.654824 0.2 0.0 -0.1
S -0.556737 3.698978 -0.265768 -1.1 1.0 0.1
O 0.000985 4.824373 0.393858 0.1 0.3 -0.1
O 0.295282 3.013543 -1.231870 -0.1 1.5 -0.8
C -2.077505 4.220083 -1.201460 -0.1 -0.3 0.1
F -2.918558 4.786663 -0.351084 0.0 0.0 0.0
F -1.803533 5.068323 -2.176642 0.3 0.0 0.0
F -2.632190 3.121671 -1.716469 -0.1 0.3 0.0
O 3.498021 -0.370643 -2.522252 0.3 0.0 0.0
Cl 2.234443 -0.034003 -3.063752 1.3 -1.2 -1.5
O 1.200034 -0.855964 -2.461169 -0.2 -0.1 0.3
O 2.204985 -0.148810 -4.468804 -0.2 0.1 -0.2
O 1.904579 1.346005 -2.679829 -0.1 0.8 0.1
```
Forces are in eV/Å.

Calculated values
HOMO-LUMO gap (spin up / spin down) in Ha: 0.2709 / 0.2717
Calculated total energy in eV: -114653.3651
LUMO (spin up / spin down) in Eh: -0.039 / -0.038
Relative energy (zero: lowest compared OMol25 entry of this formula, charge and spin) in eV: 0.000
Multiplicity: 6
Molecular weight in g mol⁻¹: 828.285

=====

Here is a single C20H12F10N2O2 molecule from OMol25. Energies are from the ωB97M-V functional and the def2-TZVPD basis.

Geometry as XYZ:
```
46
Properties=species:S:1:pos:R:3:forces:R:3
O -2.457370 0.109733 -2.074733 0.2 0.1 -0.4
C -2.966478 -0.255075 -1.044513 -0.6 0.2 0.5
N -2.598718 -1.339917 -0.338253 0.1 -0.4 0.1
C -1.462127 -2.150455 -0.712605 0.3 -0.1 0.2
C -0.271152 -1.940362 0.231049 0.0 0.0 -0.5
C 0.257512 -0.507186 0.138351 0.0 -0.1 0.4
C 1.478671 -0.336395 1.043794 -0.3 0.4 -0.2
N 2.492003 -1.303565 0.696335 -0.2 -0.2 0.2
C 3.680905 -1.031074 0.143644 0.3 0.6 0.0
O 4.494441 -1.860627 -0.197654 0.2 -0.2 -0.1
C 4.015409 0.441718 -0.051706 0.3 0.1 -0.2
C 3.698445 1.076071 -1.247032 0.2 0.2 0.4
F 2.920986 0.447336 -2.132285 0.0 0.0 -0.1
C 4.152030 2.360976 -1.528742 0.0 -0.1 0.2
F 3.828366 2.958356 -2.675189 0.0 0.0 0.1
C 4.947109 3.025177 -0.597999 -0.1 -0.3 0.1
F 5.386918 4.255562 -0.855071 -0.1 -0.2 0.0
C 5.273548 2.406266 0.605869 -0.1 -0.2 -0.1
F 6.021638 3.049012 1.502755 -0.1 0.0 -0.1
C 4.810065 1.119267 0.864454 -0.2 0.2 -0.4
F 5.111681 0.538996 2.027488 0.1 0.0 0.0
C 2.055010 -2.679669 0.808034 0.1 -0.4 -0.3
C 0.856314 -2.917109 -0.109136 -0.1 0.1 0.4
C -4.120503 0.514354 -0.421763 0.0 0.2 0.0
C -4.032618 1.024006 0.868439 -0.4 0.0 -0.2
F -2.955854 0.739025 1.615411 -0.1 0.1 0.1
C -5.031796 1.825700 1.409050 0.0 -0.1 -0.2
F -4.920092 2.299822 2.649783 0.0 0.0 -0.1
C -6.155815 2.124717 0.643143 0.3 -0.2 -0.1
F -7.122759 2.884485 1.149427 0.1 -0.1 -0.1
C -6.267178 1.620176 -0.650022 0.2 -0.1 0.0
F -7.348510 1.894778 -1.376440 0.1 0.0 0.1
C -5.247542 0.828619 -1.175176 0.0 0.1 0.4
F -5.380284 0.341095 -2.402907 -0.1 0.1 0.0
H -3.038357 -1.543559 0.545494 -0.1 0.2 -0.1
H -1.190773 -1.861786 -1.730085 0.0 -0.1 0.1
H -1.760566 -3.202791 -0.706786 0.0 0.0 -0.1
H -0.603415 -2.127888 1.259715 0.0 0.0 0.0
H 0.535034 -0.291013 -0.894635 0.0 0.1 -0.1
H -0.511244 0.204172 0.440546 0.0 0.1 0.0
H 1.189388 -0.502999 2.088242 0.0 0.1 0.0
H 1.881067 0.673761 0.956987 0.0 -0.1 0.1
H 1.782450 -2.878021 1.849923 0.0 0.0 0.0
H 2.893503 -3.318908 0.528332 -0.1 0.1 0.1
H 1.164861 -2.767695 -1.145023 0.0 0.0 -0.1
H 0.515807 -3.947103 0.001506 0.0 -0.1 0.0
```
Forces are in eV/Å.

Calculated values
HOMO-LUMO gap in Ha: 0.3617
Calculated total energy in eV: -55184.0693
LUMO in Eh: 0.004
Relative energy (zero: lowest compared OMol25 entry of this formula, charge and spin) in eV: 0.000
SMILES: O=C(NCC1CCN(C(=O)c2c(F)c(F)c(F)c(F)c2F)CC1)c1c(F)c(F)c(F)c(F)c1F
Molecular weight in g mol⁻¹: 502.308

=====

Here is a molecular structure, C20H12F15IMgN3O7S2 from OMol25. Energies are from the ωB97M-V functional and the def2-TZVPD basis.

Geometry as XYZ:
```
61
Properties=species:S:1:pos:R:3:forces:R:3
Mg 0.179073 -0.083013 -1.087606 -0.2 -0.1 1.1
C 4.565399 0.722522 -0.002667 0.0 0.0 0.0
C 3.768863 0.089417 1.092961 0.0 0.0 0.0
N 4.287752 -0.002851 2.288363 0.0 0.0 -0.1
C 3.552395 -0.547801 3.280582 -0.1 0.0 0.1
C 2.288851 -1.045672 3.106763 0.1 0.1 0.0
C 1.590685 -1.665231 4.286105 -0.1 0.0 0.0
O 1.815691 -3.074304 4.387812 -0.1 0.0 0.0
C 1.700171 -0.973062 1.813385 0.0 -0.1 0.0
C 0.410540 -1.573465 1.585980 0.0 0.0 0.0
N -0.304781 -1.510938 0.516664 0.2 0.1 -0.2
C -1.525788 -2.228867 0.545385 0.0 0.2 0.0
C -2.592616 -1.750749 1.302643 0.0 0.0 0.0
C -3.804718 -2.417715 1.306334 0.0 0.0 0.0
C -3.965291 -3.568499 0.545391 0.0 0.1 0.1
C -2.911014 -4.046812 -0.213350 0.1 0.0 0.0
C -1.694954 -3.377476 -0.215178 -0.1 -0.1 0.0
I -0.120413 -4.109524 -1.362203 0.0 0.0 0.0
C 2.435661 -0.358336 0.771790 0.0 0.0 0.0
O 2.007518 -0.188421 -0.420543 -0.1 -0.1 -0.1
H 5.581028 0.898852 0.344797 0.0 0.0 0.0
H 4.112277 1.671367 -0.299930 0.0 0.0 0.0
H 4.571968 0.095096 -0.894854 0.0 0.0 0.0
H 4.018448 -0.575252 4.259254 0.0 0.0 0.0
H 0.515055 -1.460046 4.267650 0.0 0.0 0.0
H 1.978592 -1.233061 5.208787 0.0 0.0 0.0
H 1.801426 -3.440120 3.497369 0.0 0.0 0.0
H 0.018089 -2.176088 2.409475 0.0 0.0 0.0
H -2.457661 -0.832659 1.858721 0.0 0.0 0.0
H -4.625891 -2.028712 1.893244 0.0 0.0 0.0
H -4.911512 -4.092829 0.534985 0.0 0.0 0.0
H -3.027715 -4.941233 -0.809697 0.0 0.0 0.0
F -4.080369 -0.302090 -4.057778 0.1 0.0 0.0
C -2.799514 -0.075825 -4.360886 -0.1 0.0 0.1
F -2.227225 -1.234888 -4.672910 0.1 0.0 0.0
F -2.748466 0.733101 -5.414664 0.0 0.0 0.0
S -1.968073 0.714706 -2.911453 0.4 0.3 -0.3
O -1.798902 -0.373129 -1.964115 0.0 -0.1 0.1
O -2.788927 1.822530 -2.584851 -0.2 0.1 0.0
N -0.564544 1.207447 -3.458858 -0.3 0.0 -0.2
S 0.572685 0.226594 -3.919477 0.0 0.2 -0.2
O 0.571979 -0.121867 -5.301983 0.1 -0.2 0.0
O 0.765027 -0.849719 -2.949018 0.2 0.2 0.0
C 2.030463 1.352467 -3.695649 0.0 -0.1 0.0
F 1.957117 2.026114 -2.559707 0.0 0.0 0.0
F 3.131993 0.600560 -3.690529 0.0 0.0 0.0
F 2.102562 2.207590 -4.711752 0.0 0.0 0.0
F 0.080256 3.598748 2.547008 0.0 -0.1 -0.1
C 0.109050 2.501499 1.766387 0.1 0.0 0.2
F -0.362593 1.472572 2.505148 0.0 0.1 -0.1
F 1.390804 2.240037 1.510567 0.0 0.0 0.0
C -0.714285 2.624166 0.442826 -0.1 0.1 0.0
O -0.449002 1.618784 -0.372128 0.1 -0.4 -0.2
C -0.352986 3.983511 -0.239290 0.1 0.2 0.0
F 0.982290 4.138992 -0.296659 -0.1 0.0 0.0
F -0.808194 4.036030 -1.487629 0.0 0.0 0.0
F -0.848698 5.055129 0.420119 0.1 -0.1 0.0
C -2.243961 2.656040 0.825159 -0.2 0.0 0.0
F -2.489364 3.230925 2.022636 0.1 0.0 0.0
F -2.974172 3.324516 -0.074359 0.1 0.0 0.0
F -2.732088 1.410914 0.885426 0.1 0.0 0.0
```
Forces are in eV/Å.

Calculated values
Net charge: -1
HOMO-LUMO gap in Ha: 0.2815
Calculated total energy in eV: -115723.5680
LUMO in Eh: 0.078
Relative energy (zero: lowest compared OMol25 entry of this formula, charge and spin) in eV: 0.177
Molecular weight in g mol⁻¹: 906.643

=====

Here is a molecular structure, C20H13AsN2O10STa from OMol25. Energies are from the ωB97M-V functional and the def2-TZVPD basis.

Geometry as XYZ:
```
48
Properties=species:S:1:pos:R:3:forces:R:3
Ta 0.707238 -0.066483 0.294299 0.1 0.5 0.0
O 2.790623 0.114439 3.433865 0.0 0.0 -0.1
As 1.087589 -0.211972 3.576083 -0.2 -0.2 -0.1
O 0.676803 -1.198901 4.768117 0.0 0.0 -0.1
O 0.813483 -0.909016 1.946188 0.3 0.1 0.3
C 0.364981 1.585747 3.679692 -0.1 0.0 -0.1
C 0.682392 2.088428 4.934099 0.0 0.0 0.0
C 0.265799 3.355380 5.332680 0.0 0.0 0.0
C -0.489311 4.135021 4.482772 0.0 0.0 0.0
C -0.834339 3.653119 3.225873 0.0 0.0 0.1
C -0.411074 2.395266 2.824785 0.0 -0.1 0.1
S -0.907021 1.969708 1.197022 0.0 0.1 -0.4
O -1.169295 0.492166 1.145612 -0.1 0.1 0.0
O -1.930217 2.821945 0.733895 0.0 0.0 0.1
O 0.364803 1.981191 0.323508 -0.1 -0.3 0.3
H 3.297530 -0.529430 3.950837 0.0 0.0 0.0
H 1.247840 1.477025 5.627119 0.0 0.0 0.0
H 0.528416 3.716437 6.317476 0.0 0.0 0.0
H -0.824432 5.115942 4.789286 0.0 0.0 0.0
H -1.440637 4.249219 2.558885 0.0 0.0 0.0
N -2.897638 -2.868519 -5.612211 0.0 0.0 0.0
C -2.335414 -2.464890 -4.696422 0.0 0.0 0.0
C -1.630917 -1.956829 -3.548712 0.0 0.0 -0.1
C -0.720264 -2.776859 -2.884252 0.0 0.0 0.1
C -0.034805 -2.283712 -1.789239 -0.1 0.0 -0.1
C -0.268668 -0.977090 -1.344940 0.1 0.1 0.4
C -1.197180 -0.166379 -2.015849 0.0 -0.1 -0.1
C -1.869951 -0.652758 -3.124046 0.0 0.0 0.0
H -0.552869 -3.785919 -3.234396 0.0 0.0 0.0
H 0.688944 -2.913910 -1.289287 0.0 0.0 0.0
H -1.413215 0.846784 -1.693828 0.0 0.0 0.0
H -2.580706 -0.034994 -3.655004 0.0 0.0 0.0
O 2.340325 -1.301134 -0.249369 0.2 -0.1 -0.1
C 3.146976 -0.313665 -0.206774 -0.1 -0.1 -0.1
O 2.555341 0.814206 0.037476 0.1 0.0 -0.1
C 4.575418 -0.420224 -0.410468 0.0 -0.1 0.0
C 5.377974 0.719933 -0.329693 0.0 0.0 0.0
C 6.741015 0.609488 -0.533867 0.0 0.0 0.0
C 7.301189 -0.629284 -0.818707 0.0 0.0 0.0
C 6.479133 -1.741075 -0.892096 0.0 -0.1 0.0
C 5.119632 -1.672384 -0.693835 0.0 0.1 0.0
N 7.081559 -3.060905 -1.197960 0.0 0.0 0.0
O 6.327627 -4.007647 -1.254723 0.0 0.0 0.0
O 8.277855 -3.091559 -1.373179 0.0 0.0 0.0
H 4.925961 1.677625 -0.110417 0.0 0.0 0.0
H 7.373546 1.483624 -0.475685 0.0 0.0 0.0
H 8.362343 -0.747124 -0.985837 0.0 0.0 0.0
H 4.509336 -2.561077 -0.760432 0.0 0.0 0.0
```
Forces are in eV/Å.

Calculated values
Net charge: +1
HOMO-LUMO gap in Ha: 0.2968
Calculated total energy in eV: -117624.4951
LUMO in Eh: -0.175
Relative energy (zero: lowest compared OMol25 entry of this formula, charge and spin) in eV: 1.823
Molecular weight in g mol⁻¹: 729.265

=====

Here is a molecular structure, C20H13BN7O4OsS from OMol25. Energies are from the ωB97M-V functional and the def2-TZVPD basis.

Geometry as XYZ:
```
47
Properties=species:S:1:pos:R:3:forces:R:3
Os 0.340547 -0.613116 0.071622 2.9 -2.3 -1.4
N -5.481035 2.556562 3.104191 1.0 -1.0 -0.2
C -4.167418 2.234604 3.041102 -1.2 0.6 0.3
C -3.330866 2.979070 2.187382 0.6 0.2 -1.3
C -2.044566 2.545726 1.933596 0.0 0.9 -0.2
C -1.563423 1.460055 2.647859 0.3 0.4 -0.1
C -2.311968 0.801161 3.606749 -1.0 0.2 0.9
C -3.601113 1.212710 3.824250 0.2 -1.1 0.8
S 0.119438 0.971495 2.514645 1.6 -2.0 -1.1
O 0.834492 1.147611 3.745551 -0.7 0.3 -0.5
O 0.660807 1.569341 1.264364 -0.7 -0.5 1.6
N -0.176641 -0.686179 2.165956 0.0 2.3 0.4
C 0.903054 -1.532117 2.390566 1.2 -1.1 0.6
N 1.228597 -2.108331 3.528692 0.8 -0.2 -0.5
C 2.360019 -2.860608 3.455150 -0.4 0.0 0.6
C 3.140343 -3.054037 2.308843 -0.9 0.5 -0.5
C 2.690062 -2.477171 1.120014 -0.5 0.2 1.9
N 1.566426 -1.749307 1.226600 0.3 0.2 0.0
H -5.877476 2.935478 2.249375 -0.2 0.4 0.2
H -6.107099 2.031488 3.715695 0.2 0.2 -0.3
H -3.737051 3.858758 1.703090 0.1 -0.1 -0.1
H -1.367329 3.082052 1.258632 -0.4 -0.2 0.2
H -1.836947 0.057431 4.223745 -0.1 -0.3 0.0
H -4.207253 0.736678 4.588002 0.0 0.0 -0.1
H 2.636024 -3.332317 4.411082 0.0 0.2 -0.6
H 4.038908 -3.627443 2.310110 0.4 -0.3 0.2
H 3.193200 -2.484622 0.169177 0.0 -0.2 -0.2
O 3.117931 -1.314673 -1.739307 -2.0 0.4 0.2
B 1.670828 -1.174765 -1.664591 0.3 0.4 -1.9
O 1.134517 -1.232334 -3.036111 1.1 0.1 2.2
C 2.248091 -1.250832 -3.862239 0.4 0.1 0.8
C 2.275471 -1.170119 -5.229317 0.3 -0.3 -0.3
C 3.534638 -1.085491 -5.849486 -0.5 0.2 -0.3
C 4.700295 -1.057162 -5.105733 -0.1 -0.1 1.0
C 4.658296 -1.151445 -3.690315 0.0 0.0 -0.7
C 3.426233 -1.267951 -3.092119 -0.6 0.1 -0.6
H 1.370720 -1.219784 -5.821536 0.0 0.2 0.1
H 3.547144 -0.988140 -6.940130 0.2 -0.1 0.5
H 5.670201 -0.944063 -5.571111 -0.1 0.0 -0.1
H 5.575823 -1.091638 -3.126997 0.0 -0.1 0.2
N -0.907704 0.212829 -0.962452 -2.7 1.8 -1.9
C -1.806171 0.739027 -1.518647 -0.4 0.0 0.1
C -2.928070 1.326519 -2.021314 0.1 0.0 -0.3
C -4.001964 1.634482 -1.153220 -1.7 0.5 1.7
N -4.885459 1.900100 -0.429022 1.8 -0.5 -1.1
C -3.083920 1.621078 -3.405436 -0.1 0.5 -2.8
N -3.218632 1.859387 -4.546955 0.3 -0.5 2.7
```
Forces are in eV/Å.

Calculated values
Net charge: +1
HOMO-LUMO gap (spin up / spin down) in Ha: 0.2532 / 0.1150
Calculated total energy in eV: -53540.1019
LUMO (spin up / spin down) in Eh: -0.139 / -0.276
Relative energy (zero: lowest compared OMol25 entry of this formula, charge and spin) in eV: 0.000
Multiplicity: 5
Molecular weight in g mol⁻¹: 648.478